C40H92F5N6O11S3Sn | wB97M-V/def2-TZVPD

```
158
Properties=species:S:1:pos:R:3:forces:R:3
Sn 4.19892 -1.26554 -2.66551 -1.67 0.80 -1.89
S 1.10247 0.13662 -0.11315 0.90 1.06 6.56
S 0.18690 -0.51315 -2.08420 -10.99 -2.98 -11.23
S 2.36104 -0.00431 -6.65874 0.55 -0.86 -4.32
F 0.15988 1.23583 -7.90798 0.77 -0.88 1.28
F 2.47439 -0.23795 0.62051 0.81 0.38 -0.67
F 0.87023 2.29722 -6.19095 0.04 -0.80 0.38
F -0.23823 0.40602 -5.91348 0.20 0.36 -0.13
F 0.54761 -1.12150 -3.52345 1.21 0.62 -0.60
O 4.79439 7.25425 3.46413 -2.96 -2.40 -1.04
O 1.81511 5.82039 -0.48699 1.19 0.80 1.03
O 0.23586 -0.73391 0.71448 0.89 1.98 -2.58
O -0.70634 -1.63049 -1.80800 0.41 1.80 2.13
O 0.99299 1.59704 0.09947 0.52 -3.50 -1.44
O 2.89293 -0.05706 -5.24163 0.02 -0.20 0.89
O -2.52713 -5.23292 -1.06836 -0.03 0.66 2.20
O -1.61957 -3.51804 4.15901 -1.31 -1.01 -3.52
O 1.97985 -1.32724 -7.25100 0.36 2.84 2.26
O -0.33305 0.79092 -2.45048 0.17 -1.05 1.86
O 3.24911 0.79583 -7.53929 -1.76 -1.22 2.38
N -3.88531 2.15682 1.45278 -0.13 -0.12 -0.42
N -2.93641 -2.29308 -6.21538 2.14 -0.56 -0.61
N 5.12197 -0.15251 3.30137 0.05 1.38 1.73
N -2.43765 -4.49927 1.60122 2.05 -0.12 -0.19
N 1.54061 -0.50913 -1.59480 7.07 1.28 5.90
N 3.18345 5.52785 1.96518 -0.40 -2.67 -0.69
C 3.32626 5.33529 3.51763 -0.65 0.67 -2.53
C 0.66429 1.06923 -6.66439 0.70 0.11 -0.80
C 5.62604 7.93416 4.31744 1.61 2.03 0.21
C 2.49059 4.59651 -0.33250 0.06 -0.71 1.11
C 2.65692 4.28410 1.21164 0.15 0.24 0.15
C 3.76294 0.62175 3.37771 0.63 -1.89 -1.63
C -3.84800 -1.20933 -6.77387 -1.25 -1.51 1.48
C 6.97362 -1.19656 1.97927 -0.48 0.75 0.35
C -0.96872 -3.13353 5.29094 0.59 0.85 1.93
C -1.78173 2.88512 0.44676 -0.72 -1.86 -0.35
C 5.31497 1.79879 4.85132 -0.50 -0.30 -0.20
C -3.95752 3.69046 1.38391 2.06 0.40 -0.48
C -2.30353 -2.98887 1.84113 -1.36 -2.38 0.21
C 3.60158 6.70609 4.04480 1.34 -0.52 1.45
C -2.69908 -5.07356 -2.43556 0.81 -0.05 -1.20
C 3.82281 1.62891 4.47866 -0.58 0.32 0.05
C -1.35094 -2.72808 2.99950 0.20 0.88 0.65
C 5.11015 -1.30341 4.34882 0.17 0.86 -0.72
C -2.48360 -1.73458 -4.82097 0.11 -0.49 0.11
C -2.38736 1.83236 1.39398 0.11 0.51 0.33
C -2.72994 4.03415 0.48117 -0.80 2.15 0.44
C 9.12739 -2.07799 0.83577 -0.43 -0.17 0.43
C -3.08417 -0.36647 -4.62037 -0.34 0.50 -0.49
C -4.33676 -0.45564 -5.53050 0.79 1.70 0.53
C -1.21279 -4.93717 -0.60801 -0.67 0.33 0.78
C -1.73060 -2.47336 -7.24970 -0.66 -0.26 1.63
C 7.56064 -1.80241 0.75116 1.54 0.10 -1.55
C -4.95453 -6.40194 -4.96490 -0.40 1.40 0.85
C -3.57130 -3.75909 -6.12872 -1.44 1.64 0.39
C -4.70297 -0.27734 4.51880 -1.97 1.61 -1.03
C -4.49225 0.07358 2.98845 0.34 2.36 1.00
C 6.08113 0.99534 3.76386 -1.04 -0.70 1.43
C 0.46588 5.79406 -0.07129 -1.62 -1.35 -1.55
C -6.18052 0.17366 4.96693 0.72 -0.88 -0.43
C -4.48869 1.69186 2.75649 -0.81 -1.87 -0.21
C -1.20223 -5.18894 0.93445 -1.09 -0.78 -0.79
C -4.97778 -3.78203 -5.44658 1.28 -0.41 0.51
C -4.51904 1.52074 0.23254 -0.61 -0.22 -0.67
C -5.57792 -5.21443 -5.69193 -0.28 1.01 -1.36
C 5.52162 -0.65210 1.92865 -0.57 -0.56 0.72
H 4.10035 5.67915 1.56957 0.59 0.54 0.10
H -2.46666 0.50967 -4.81824 0.33 -0.37 -0.68
H 0.11617 -3.23896 5.28711 0.24 -0.21 -0.43
H 2.60292 6.25893 1.57967 -0.33 1.06 0.58
H -3.29069 -2.76456 2.24523 -0.12 0.35 -0.22
H -4.67083 0.54259 -5.81341 -0.08 -0.03 -0.06
H 0.17319 5.30674 0.85874 0.84 0.11 0.63
H -5.56962 1.71535 0.01686 -0.19 0.70 1.05
H -3.24489 -4.82735 1.09051 -0.49 0.46 -0.81
H -4.06547 1.87278 -0.69398 0.62 -0.02 0.32
H 7.55809 -0.32082 2.26139 0.37 -0.26 0.14
H -2.21050 -2.55738 0.84451 0.70 0.53 0.45
H 3.77954 6.47011 5.09396 0.03 0.55 0.47
H -6.44595 1.21682 4.79524 0.61 0.19 -0.23
H -2.23198 0.83149 0.99123 -0.27 0.01 0.23
H 1.70280 3.97416 1.63791 -0.02 0.40 0.15
H -0.10956 6.71784 -0.13131 1.02 0.49 -0.05
H -1.97242 1.86996 2.40122 -0.31 0.08 0.12
H -6.91468 -0.38917 4.39044 -0.04 -0.19 0.12
H -2.90414 -4.46691 -5.63680 0.41 0.61 0.16
H 2.68445 7.29409 4.00959 0.25 0.59 -0.35
H -2.59821 -4.86153 2.53025 0.42 -0.58 0.64
H 9.74087 -1.17881 0.89247 -0.52 0.48 -0.29
H -4.02039 0.28519 5.15579 0.41 -0.28 -0.17
H -1.41071 -1.70939 -4.63022 0.00 -0.56 -0.71
H -5.11552 -0.85252 -4.87925 -0.29 -0.70 -0.83
H -3.10351 4.51029 -0.42538 0.24 -0.84 -0.58
H 4.32431 -2.01721 4.10175 0.10 0.11 -0.23
H -2.36762 -5.98972 -2.92433 -0.19 -0.11 -0.31
H 2.37297 4.91718 3.84094 0.02 0.20 0.17
H -5.39162 -5.39438 -6.75070 -0.46 0.12 -0.30
H -4.67336 -1.77845 -7.20166 0.09 0.49 -0.67
H -1.35314 -3.44721 -6.93785 0.35 0.12 -0.65
H 5.31074 0.17551 1.25139 0.68 0.26 -0.08
H -6.65500 -5.11436 -5.55783 0.02 -0.39 0.01
H -3.89467 -6.15362 -4.90893 0.16 -0.69 0.36
H -4.50875 0.43149 0.27162 0.65 0.11 0.30
H -0.52235 -5.51984 -1.21784 0.45 -0.42 0.68
H -5.11562 -7.39488 -5.38468 -0.05 0.36 -0.27
H -0.28056 -4.89234 1.43511 -0.25 0.14 -0.05
H 3.46446 4.53398 -0.81806 0.14 1.16 0.00
H -3.51004 -0.29616 2.69407 0.05 -0.10 -0.23
H 3.61948 1.10439 2.41096 0.26 -0.12 -0.13
H 3.01492 -0.16874 3.43843 -0.20 0.24 0.23
H -6.39220 0.03251 6.02681 0.28 -0.35 -0.06
H -2.09728 -2.43093 -8.27530 -0.29 -0.35 0.26
H -3.77585 4.10653 2.37486 -0.17 -0.48 0.17
H -5.58858 -2.91557 -5.70012 -0.40 -0.57 -1.17
H 6.96110 -2.65552 0.43357 0.33 -0.52 0.21
H 9.50605 -2.63394 -0.02192 -0.34 -0.02 -0.04
H -0.00219 5.15386 -0.81905 -0.56 -0.15 -0.14
H 6.29849 7.36338 4.95785 -0.50 -0.60 0.23
H 6.29955 8.42812 3.61709 0.09 0.41 0.30
H -3.70316 -4.13971 -7.14156 0.21 0.50 -0.22
H -4.52901 -1.35230 4.56663 -0.22 0.05 0.57
H -4.89044 -3.49582 -4.39846 0.40 -0.73 0.61
H -3.26761 -0.24385 -3.55294 -0.57 -0.16 0.03
H 6.09204 -1.77544 4.31449 -0.31 0.07 0.26
H -5.44020 -6.35573 -3.99017 0.58 -0.51 0.43
H 7.08437 -1.98072 2.72821 -0.17 0.32 0.27
H 3.35927 3.51682 1.53734 0.11 -0.30 -0.78
H 6.20726 1.64127 2.89497 0.51 -0.31 0.00
H -3.96202 2.22595 3.54735 0.03 -0.19 -0.01
H 4.90479 -0.89491 5.33829 0.13 0.13 -0.15
H 3.33582 2.51652 4.07481 0.25 0.26 0.17
H -0.76510 3.17329 0.71421 -0.18 -0.36 -0.22
H 7.51476 -1.12758 -0.10360 -0.31 0.46 -0.14
H 5.70121 2.81806 4.84784 -0.28 0.08 -0.14
H 4.12000 4.60421 3.67129 0.12 0.24 -0.17
H -0.94933 -1.72005 -7.14854 -0.29 0.13 0.40
H 4.72593 -1.35680 1.68706 0.26 -0.60 -0.07
H -2.16373 4.87478 0.88221 -0.35 0.17 0.56
H -4.84110 4.19330 0.99081 -0.43 -1.02 0.04
H 6.96375 0.54211 4.21516 0.24 0.26 -0.65
H -1.83835 2.30287 -0.47296 0.75 0.81 -0.61
H 3.14599 1.30307 5.26850 0.53 0.10 0.46
H -1.38049 -6.25554 1.07116 0.11 0.03 0.33
H -5.27674 -0.36915 2.37472 0.05 -0.06 0.06
H 9.48782 -2.60128 1.72140 -0.61 -0.43 0.12
H -3.72425 -4.84207 -2.72458 0.01 -0.15 0.41
H -0.90376 -3.89852 -0.72559 -0.43 0.43 -0.56
H -1.34241 -3.74550 6.11189 -0.03 0.12 -0.06
H -1.63987 -1.70020 3.21877 0.42 0.51 0.32
H -1.18564 -2.08359 5.48754 -0.05 0.22 0.34
H 5.41347 1.48045 5.88914 0.54 -0.42 -0.23
H 1.97632 3.79379 -0.86096 -0.57 -0.28 0.48
H -3.27308 -0.62843 -7.49505 -0.30 0.13 0.22
H 5.07974 8.69630 4.87313 0.14 -0.01 0.20
H -2.03579 -4.27678 -2.77214 -0.09 0.31 -0.30
H -0.27988 -2.72760 2.79718 0.06 -0.19 -0.41
H -5.50832 2.07137 2.68988 -0.07 -0.16 0.38
H -2.95662 -2.34706 -4.05336 0.16 -0.47 -0.32
```
Forces are in eV/Å.

Charge: +5
Lowest unoccupied orbital energy (Ha): -0.543
Orbital gap (Ha): 0.1318
Electronic energy (Eh): -4641.401663